1 | {
  "formula": "C3H10N4S",
  "method": "ωB97M-V with the def2-TZVPD basis set",
  "species": ["C", "C", "C", "H", "H", "H", "H", "H", "H", "H", "H", "H", "H", "N", "N", "N", "N", "S"],
  "positions_angstrom": [[-0.423, -0.358, -2.354], [-1.145, 0.636, -1.451], [0.241, 0.304, 0.496], [-0.526, -0.025, -3.392], [-0.889, -1.334, -2.281], [0.634, -0.438, -2.087], [-0.697, 1.655, -1.575], [-2.231, 0.676, -1.716], [-1.609, 0.934, 0.487], [1.705, 1.539, 1.122], [0.112, 3.459, 0.701], [-0.021, 2.664, 2.131], [-0.784, -2.073, 0.180], [-1.075, 0.236, -0.026], [0.786, 1.586, 0.658], [-0.118, 2.568, 1.145], [0.994, -0.681, 0.777], [0.510, -2.282, 0.525]],
  "homo_energy_ev": -7.935,
  "smiles": "CCN/C(=N\\S)NN"
}


2 | {
  "formula": "C3H10N4S",
  "method": "ωB97M-V with the def2-TZVPD basis set",
  "species": ["C", "C", "C", "H", "H", "H", "H", "H", "H", "H", "H", "H", "H", "N", "N", "N", "N", "S"],
  "positions_angstrom": [[0.500, 0.773, 2.249], [0.348, 1.689, 1.048], [-0.539, -1.183, -0.749], [1.003, -0.157, 1.962], [1.127, 1.235, 3.031], [-0.459, 0.543, 2.673], [-0.182, 2.617, 1.326], [1.336, 1.958, 0.690], [-0.780, 1.725, -0.698], [0.932, 0.195, -1.275], [-1.930, -0.747, 0.418], [-0.425, -2.990, -1.613], [-0.050, -1.330, -3.768], [-0.477, 1.063, 0.018], [0.166, -0.001, -0.593], [-1.629, -1.519, -0.188], [0.097, -2.132, -1.561], [0.961, -1.740, -2.968]],
  "homo_energy_ev": -8.956,
  "smiles": "[H]/N=C(/NS)NNCC"
}


Quick ranking, most stable first: 2, 1.


1 | {
  "formula": "C3H10NO2",
  "method": "ωB97M-V with the def2-TZVPD basis set",
  "species": ["C", "O", "C", "C", "N", "H", "H", "H", "H", "H", "H", "H", "H", "H", "H", "O"],
  "positions_angstrom": [[0.059, 0.247, 1.106], [-0.592, 1.211, 0.372], [0.966, -0.710, 0.187], [2.343, -0.074, -0.025], [0.308, -0.888, -1.102], [0.785, 0.737, 1.776], [-0.640, -0.446, 1.616], [1.025, -1.651, 0.727], [2.316, 0.722, -0.753], [3.044, -0.836, -0.383], [2.722, 0.298, 0.930], [-0.255, -1.725, -1.073], [-0.266, -0.057, -1.218], [-1.918, 0.551, 0.116], [-2.610, 0.480, -1.287], [-2.789, 0.224, -0.381]],
  "homo_energy_ev": -3.395,
  "charge": -1
}


2 | {
  "formula": "C3H10NO2",
  "method": "ωB97M-V with the def2-TZVPD basis set",
  "species": ["C", "O", "C", "C", "N", "H", "H", "H", "H", "H", "H", "H", "H", "H", "H", "O"],
  "positions_angstrom": [[0.876, -0.497, -0.914], [1.169, 0.859, -0.859], [-0.445, -0.893, -0.028], [-1.603, -0.160, -0.616], [-0.416, -0.552, 1.478], [0.571, -0.650, -1.917], [1.681, -1.086, -0.516], [-0.587, -2.020, -0.054], [-1.396, 0.795, -1.143], [-2.596, -0.146, -0.135], [-2.022, -0.712, -1.543], [0.200, 0.289, 1.472], [0.267, -1.186, 1.956], [1.152, 1.338, 0.176], [1.701, 2.774, 1.301], [1.449, 1.850, 1.341]],
  "homo_energy_ev": -3.901,
  "charge": -1
}


3 | {
  "formula": "C3H10NO2",
  "method": "ωB97M-V with the def2-TZVPD basis set",
  "species": ["C", "C", "C", "O", "N", "H", "H", "H", "H", "H", "H", "H", "H", "H", "H", "O"],
  "positions_angstrom": [[0.746, 1.310, 0.739], [0.769, -0.107, 1.079], [0.827, -1.136, -0.185], [-0.027, -0.989, -1.237], [-0.602, 1.962, 1.009], [1.422, 1.887, 1.306], [0.956, 1.295, -0.410], [-0.012, -0.627, 1.725], [1.606, -0.513, 1.650], [1.963, -0.724, -0.504], [0.918, -2.253, 0.097], [-0.553, 2.373, 0.060], [-1.257, 1.235, 0.876], [-2.748, -1.680, -1.657], [-1.494, -0.904, -2.197], [-2.512, -1.130, -2.351]],
  "homo_energy_ev": -3.004,
  "charge": -1
}


4 | {
  "formula": "C3H10NO2",
  "method": "ωB97M-V with the def2-TZVPD basis set",
  "species": ["C", "N", "C", "C", "O", "H", "H", "H", "H", "H", "H", "H", "H", "H", "H", "O"],
  "positions_angstrom": [[-0.010, -1.332, -0.539], [0.451, -0.020, 0.023], [-0.694, 0.877, 0.108], [-0.950, 1.552, -1.328], [0.260, 1.900, -1.829], [0.139, -2.144, 0.187], [0.530, -1.612, -1.446], [-1.067, -1.223, -0.806], [1.052, 0.406, -0.686], [-0.320, 1.716, 0.698], [-1.632, 0.480, 0.499], [-1.627, 2.421, -1.156], [-1.595, 0.908, -1.950], [1.423, -1.805, 2.313], [2.018, -0.583, 2.898], [2.022, -1.541, 3.013]],
  "homo_energy_ev": -2.573,
  "charge": -1
}


Quick ranking, most stable first: 1, 2, 4, 3.


1 | {
  "formula": "C3H10NO2",
  "method": "ωB97M-V with the def2-TZVPD basis set",
  "species": ["C", "O", "C", "C", "N", "H", "H", "H", "H", "H", "H", "H", "H", "H", "H", "O"],
  "positions_angstrom": [[1.092, -0.388, 0.698], [2.647, 0.351, 0.314], [0.325, -0.320, -0.601], [-0.112, 1.123, -0.854], [-0.883, -1.103, -0.497], [1.495, -1.364, 0.942], [0.451, -0.111, 1.548], [0.931, -0.671, -1.441], [-0.557, 1.492, 0.077], [-0.921, 1.216, -1.578], [0.720, 1.775, -1.131], [-0.804, -2.073, -0.238], [-1.727, -0.555, -0.081], [1.919, 0.587, 0.923], [-3.206, -0.432, 0.805], [-2.680, 0.379, 0.812]],
  "homo_energy_ev": -3.186,
  "charge": -1
}


2 | {
  "formula": "C3H10NO2",
  "method": "ωB97M-V with the def2-TZVPD basis set",
  "species": ["C", "O", "C", "C", "N", "H", "H", "H", "H", "H", "H", "H", "H", "H", "H", "O"],
  "positions_angstrom": [[0.684, -1.004, -0.756], [0.993, 0.209, -1.232], [-0.076, -0.952, 0.596], [-1.492, -0.420, 0.447], [0.671, -0.070, 1.548], [-0.002, -1.667, -1.372], [1.595, -1.623, -0.653], [-0.185, -1.917, 1.102], [-1.553, 0.583, 0.017], [-2.153, -0.429, 1.318], [-2.033, -1.057, -0.263], [0.393, 0.898, 1.421], [1.611, -0.023, 1.150], [0.842, 1.760, -0.987], [0.070, 2.985, -1.531], [0.636, 2.729, -0.804]],
  "homo_energy_ev": -3.235,
  "charge": -1
}


Quick ranking, most stable first: 2, 1.


1 | {
  "formula": "C22H26N4O3",
  "method": "ωB97M-V with the def2-TZVPD basis set",
  "species": ["C", "H", "O", "C", "C", "C", "C", "C", "C", "H", "H", "H", "C", "H", "H", "C", "C", "N", "N", "C", "O", "C", "H", "H", "C", "C", "O", "N", "H", "C", "H", "H", "C", "C", "N", "C", "C", "C", "C", "H", "H", "H", "C", "H", "H", "H", "H", "H", "H", "H", "H", "H", "H", "H", "H"],
  "positions_angstrom": [[2.496, 0.007, 1.086], [1.484, 0.158, 1.474], [2.503, -0.860, -0.024], [1.981, -2.111, 0.125], [1.462, -2.614, 1.310], [0.876, -3.876, 1.345], [0.864, -4.657, 0.201], [1.422, -4.175, -0.973], [1.963, -2.908, -1.021], [2.374, -2.506, -1.934], [1.415, -4.786, -1.863], [0.413, -5.638, 0.224], [0.141, -4.305, 2.585], [0.572, -3.823, 3.462], [0.187, -5.387, 2.715], [-1.341, -3.876, 2.463], [-1.384, -2.477, 1.981], [-1.179, -1.394, 2.654], [-1.142, -0.377, 1.764], [-1.331, -0.888, 0.590], [-1.507, -2.223, 0.658], [-1.342, -0.167, -0.701], [-0.627, 0.655, -0.625], [-1.026, -0.852, -1.489], [-2.738, 0.394, -1.026], [-2.590, 1.349, -2.208], [-2.904, 1.058, -3.343], [-2.068, 2.538, -1.840], [-1.659, 2.619, -0.911], [-1.424, 3.419, -2.782], [-1.847, 3.225, -3.770], [-1.629, 4.455, -2.497], [0.093, 3.171, -2.808], [0.768, 3.429, -1.487], [0.140, 3.034, -0.385], [0.689, 3.221, 0.810], [1.944, 3.806, 0.947], [2.615, 4.217, -0.193], [2.019, 4.037, -1.430], [2.513, 4.356, -2.334], [3.589, 4.678, -0.118], [2.380, 3.938, 1.925], [-0.120, 2.792, 1.990], [0.459, 2.874, 2.905], [-1.002, 3.426, 2.076], [-0.469, 1.765, 1.875], [0.551, 3.795, -3.576], [0.260, 2.124, -3.082], [-3.419, -0.414, -1.295], [-3.132, 0.929, -0.161], [-1.836, -3.951, 3.430], [-1.852, -4.506, 1.733], [1.472, -2.023, 2.213], [3.142, -0.365, 1.887], [2.884, 0.956, 0.720]],
  "homo_energy_ev": -8.575,
  "smiles": "COc1cccc(CCc2nnc(CCC(=O)NCCc3cccc(C)n3)o2)c1"
}


2 | {
  "formula": "C22H26N4O3",
  "method": "ωB97M-V with the def2-TZVPD basis set",
  "species": ["C", "H", "H", "H", "C", "H", "H", "C", "C", "H", "H", "H", "H", "C", "N", "C", "O", "N", "C", "C", "C", "C", "C", "C", "N", "C", "O", "C", "H", "H", "H", "H", "H", "H", "H", "H", "H", "C", "O", "N", "C", "C", "C", "C", "C", "C", "C", "H", "H", "H", "H", "H", "H", "H", "H"],
  "positions_angstrom": [[2.872, 3.195, -1.013], [3.709, 3.695, -1.494], [2.748, 3.615, -0.020], [3.122, 2.142, -0.911], [1.612, 3.385, -1.849], [1.463, 4.454, -2.020], [1.759, 2.918, -2.826], [0.322, 2.828, -1.227], [-0.032, 3.530, 0.084], [0.066, 4.606, -0.041], [-1.060, 3.322, 0.374], [0.621, 3.207, 0.887], [-0.484, 3.031, -1.945], [0.388, 1.297, -1.107], [-0.929, 0.756, -0.804], [-1.169, -0.567, -0.989], [-0.491, -1.264, -1.725], [-2.281, -1.073, -0.347], [-2.977, -0.449, 0.697], [-2.352, 0.205, 1.754], [-3.112, 0.797, 2.749], [-4.495, 0.726, 2.711], [-5.126, 0.046, 1.685], [-4.375, -0.548, 0.681], [-4.982, -1.235, -0.367], [-4.342, -2.118, -1.181], [-4.916, -2.716, -2.060], [-2.868, -2.298, -0.845], [-2.786, -3.098, -0.096], [-2.319, -2.604, -1.738], [-5.985, -1.151, -0.477], [-6.203, -0.026, 1.654], [-5.083, 1.191, 3.487], [-2.616, 1.306, 3.560], [-1.274, 0.241, 1.809], [-1.462, 1.256, -0.110], [0.676, 0.892, -2.084], [1.320, 0.718, -0.023], [1.340, 1.129, 1.120], [1.998, -0.365, -0.473], [2.816, -1.236, 0.265], [3.428, -0.832, 1.446], [4.245, -1.706, 2.140], [4.460, -2.984, 1.660], [3.852, -3.383, 0.481], [3.027, -2.529, -0.234], [2.387, -2.987, -1.512], [2.831, -2.477, -2.369], [2.540, -4.055, -1.645], [1.315, -2.791, -1.518], [4.021, -4.383, 0.107], [5.097, -3.670, 2.198], [4.715, -1.381, 3.057], [3.256, 0.164, 1.818], [1.717, -0.727, -1.375]],
  "homo_energy_ev": -8.402,
  "smiles": "CC[C@H](C)[C@H](NC(=O)N1CC(=O)Nc2ccccc21)C(=O)Nc1ccccc1C"
}


3 | {
  "formula": "C22H26N4O3",
  "method": "ωB97M-V with the def2-TZVPD basis set",
  "species": ["C", "C", "C", "C", "C", "C", "C", "H", "H", "O", "C", "C", "N", "C", "O", "C", "C", "C", "O", "N", "C", "H", "C", "N", "C", "N", "C", "C", "C", "C", "H", "H", "H", "H", "C", "H", "C", "H", "H", "H", "H", "H", "H", "H", "H", "H", "H", "H", "H", "H", "H", "H", "H", "H", "H"],
  "positions_angstrom": [[-4.246, -2.640, 2.600], [-4.624, -1.494, 1.711], [-3.650, -0.639, 1.221], [-3.967, 0.409, 0.363], [-5.311, 0.650, 0.048], [-6.289, -0.204, 0.546], [-5.948, -1.269, 1.353], [-6.722, -1.924, 1.723], [-7.316, -0.005, 0.284], [-5.734, 1.703, -0.708], [-4.727, 2.534, -1.247], [-3.540, 2.650, -0.296], [-2.999, 1.314, -0.118], [-1.776, 1.035, -0.647], [-1.047, 1.934, -1.031], [-1.359, -0.420, -0.760], [-0.487, -0.633, -2.010], [0.690, -1.550, -1.727], [0.722, -2.691, -2.152], [1.679, -1.056, -0.945], [1.854, 0.312, -0.503], [0.981, 0.924, -0.714], [3.089, 0.917, -1.186], [4.261, 0.105, -0.932], [5.079, 0.434, 0.115], [4.821, 1.601, 0.716], [5.613, 2.018, 1.686], [6.710, 1.314, 2.142], [6.988, 0.099, 1.525], [6.178, -0.352, 0.507], [6.405, -1.287, 0.021], [7.838, -0.491, 1.838], [7.325, 1.692, 2.943], [5.337, 2.972, 2.118], [4.069, -1.250, -1.393], [4.952, -1.859, -1.213], [2.850, -1.872, -0.697], [2.650, -2.873, -1.084], [3.031, -1.922, 0.383], [3.885, -1.220, -2.472], [3.274, 1.918, -0.802], [2.928, 0.955, -2.268], [2.026, 0.307, 0.581], [-0.135, 0.331, -2.381], [-1.076, -1.107, -2.796], [-2.231, -1.072, -0.789], [-0.780, -0.668, 0.133], [-2.760, 3.286, -0.716], [-3.866, 3.045, 0.671], [-5.198, 3.504, -1.422], [-4.384, 2.124, -2.207], [-2.626, -0.775, 1.528], [-3.412, -2.372, 3.244], [-3.942, -3.496, 1.996], [-5.087, -2.945, 3.218]],
  "homo_energy_ev": -7.778,
  "smiles": "Cc1ccc2c(c1)N(C(=O)CCC(=O)N1CCN(c3ccccn3)CC1)CCO2"
}


Quick ranking, most stable first: 2, 3, 1.